The following is a quantum chemistry calculation of a cluster of 2 separate species, C6H14Cl in total in a non-equilibrium geometry, from OMol25.

Calculated values
Energy above the lowest of the compared OMol25 structures with the same formula, charge and spin in eV: 0.569
Highest occupied orbital energy (alpha / beta) in eV: -8.30 / -11.26
Strongest force on any atom in eV/Å: 3.6
Multiplicity: 2
Energy in a.u.: -697.1164
Gap between HOMO and LUMO (alpha / beta) in eV: 9.1222 / 11.3792

Each line ends with the Mulliken charge.
Geometry (Å):
Cl: -0.51236 -0.76538 -1.01500  -0.22
H: -0.91087 0.04405 -0.16316  0.21
C: -2.36959 0.04756 2.54769  -1.34
C: -2.30466 1.47769 2.98734  2.05
C: -0.86475 1.89580 2.58132  -1.69
C: -3.42153 2.30571 2.30195  -1.73
C: -2.50809 1.48169 4.51964  -0.67
C: -3.79649 0.73154 4.84267  -1.17
H: -3.08909 -0.36194 1.77794  0.29
H: -1.34668 -0.57252 2.50735  0.22
H: -0.57821 2.86111 2.99172  0.38
H: -0.16750 1.12173 2.94377  0.43
H: -0.79107 1.90999 1.47906  0.30
H: -3.43481 3.32963 2.71348  0.36
H: -3.27272 2.37731 1.21088  0.38
H: -4.40902 1.86261 2.48415  0.42
H: -1.63128 1.03926 5.00181  0.33
H: -2.56557 2.53076 4.84081  0.37
H: -3.85815 0.49490 5.89208  0.39
H: -4.67970 1.30750 4.58032  0.30
H: -3.82405 -0.19161 4.26496  0.38